(1)
Entry from the Open Molecules 2025 dataset: 6 unconnected molecules or ions with the total composition C42H73BClN4O19S2 at a distorted geometry (wB97M-V/def2-TZVPD).

```
142
Properties=species:S:1:pos:R:3:lowdin_charge:R:1
C 4.230 1.888 4.911 -0.107
C 4.227 0.367 4.741 -0.667
Cl 2.520 -0.213 4.575 0.668
C 5.160 -0.195 3.661 -0.149
C 4.889 0.226 2.206 -0.196
C 5.111 1.715 1.749 -0.048
B 6.538 1.842 1.022 -0.520
O 6.903 1.023 -0.061 0.129
N 7.498 2.860 1.515 -0.111
C 8.838 2.229 1.504 -0.080
C 7.491 3.962 0.529 -0.077
C 3.857 2.049 0.835 -0.137
C 4.067 2.196 -0.674 -0.124
O 2.876 2.301 -1.417 -0.133
O 2.918 1.319 -2.460 -0.001
N 2.874 1.082 1.375 0.016
C 1.450 1.100 0.956 -0.041
C 0.695 2.367 1.354 -0.360
C 0.622 2.569 2.895 -0.004
O 1.246 3.530 0.788 -0.120
C 0.283 4.505 0.404 -0.139
C 0.482 4.836 -1.076 -0.197
C 1.786 5.170 -1.476 -0.053
C 2.063 5.449 -2.812 -0.066
C 1.014 5.382 -3.735 -0.082
C -0.281 5.078 -3.345 -0.069
C -0.562 4.793 -1.996 -0.031
C 3.541 -0.248 1.524 -0.179
C 4.017 -0.967 0.249 -0.127
C 2.920 -1.420 -0.736 -0.216
C 3.610 -1.879 -2.061 -0.461
S 3.422 -3.665 -2.382 0.887
C 1.821 -3.744 -3.189 -1.032
S 1.444 -2.954 -4.553 0.749
N 0.868 -4.557 -2.524 -0.186
C -0.399 -4.124 -2.176 -0.076
C -0.926 -5.227 -1.534 -0.141
N -0.057 -6.287 -1.510 0.078
C 1.019 -5.843 -2.123 -0.176
H 3.796 2.429 4.070 0.047
H 3.591 2.104 5.774 0.080
H 5.221 2.258 5.182 0.100
H 4.577 -0.037 5.693 0.103
H 5.147 -1.289 3.683 0.127
H 6.178 0.118 3.914 0.135
H 5.655 -0.312 1.642 0.121
H 5.174 2.498 2.502 0.122
H 6.819 1.521 -0.880 0.110
H 8.788 1.164 1.754 0.087
H 9.505 2.691 2.237 0.092
H 9.335 2.297 0.527 0.089
H 6.463 4.331 0.423 0.085
H 7.908 3.665 -0.444 0.091
H 8.082 4.808 0.887 0.098
H 3.605 3.056 1.172 0.157
H 4.616 3.138 -0.815 0.142
H 4.683 1.420 -1.133 0.116
H 1.984 1.182 -2.661 0.112
H 2.837 1.367 2.363 0.121
H 1.314 0.932 -0.108 0.120
H 0.951 0.266 1.459 0.151
H -0.344 2.196 1.040 0.154
H 0.100 3.512 3.056 0.092
H 0.150 1.733 3.409 0.085
H 1.647 2.737 3.252 0.064
H 0.412 5.429 0.976 0.136
H -0.753 4.183 0.552 0.126
H 2.573 5.193 -0.731 0.110
H 3.084 5.680 -3.085 0.104
H 1.227 5.575 -4.780 0.105
H -1.096 5.029 -4.056 0.103
H -1.564 4.538 -1.674 0.110
H 2.979 -0.976 2.102 0.125
H 4.511 -1.879 0.601 0.147
H 4.779 -0.419 -0.308 0.097
H 2.355 -2.273 -0.356 0.104
H 2.238 -0.618 -1.017 0.074
H 4.685 -1.695 -2.053 0.078
H 3.176 -1.365 -2.921 0.041
H -0.812 -3.155 -2.381 0.098
H -1.916 -5.281 -1.108 0.098
H 1.912 -6.422 -2.298 0.129
C 2.396 2.449 9.840 -0.038
O 3.669 2.458 9.190 -0.010
C 4.684 2.085 9.974 -0.627
O 4.601 1.760 11.125 0.138
O 5.805 2.137 9.251 -0.007
C 6.980 1.762 9.974 -0.038
H 1.664 2.768 9.102 0.091
H 2.144 1.446 10.180 0.099
H 2.385 3.146 10.675 0.100
H 6.906 0.733 10.322 0.099
H 7.145 2.434 10.814 0.100
H 7.815 1.845 9.284 0.092
C -2.156 5.949 -9.692 -0.034
O -1.808 4.573 -9.518 0.012
C -1.319 4.279 -8.318 -0.624
O -1.157 5.052 -7.411 0.114
O -1.040 2.974 -8.295 0.009
C -0.503 2.515 -7.059 -0.048
H -2.538 6.051 -10.704 0.095
H -2.933 6.241 -8.987 0.098
H -1.280 6.585 -9.576 0.098
H -1.214 2.671 -6.248 0.092
H 0.439 3.016 -6.838 0.094
H -0.318 1.449 -7.166 0.091
C -6.835 -1.164 -1.377 -0.024
O -5.539 -0.727 -1.803 0.011
C -5.064 -1.382 -2.857 -0.606
O -5.620 -2.272 -3.444 0.102
O -3.860 -0.887 -3.150 0.003
C -3.231 -1.508 -4.274 -0.037
H -7.106 -0.556 -0.519 0.095
H -7.569 -1.013 -2.167 0.102
H -6.810 -2.211 -1.079 0.099
H -3.823 -1.367 -5.176 0.101
H -3.069 -2.569 -4.089 0.094
H -2.268 -1.022 -4.406 0.087
C -8.537 -8.284 -0.711 -0.031
O -8.490 -6.983 -1.300 -0.024
C -7.361 -6.721 -1.963 -0.621
O -6.429 -7.468 -2.090 0.131
O -7.451 -5.485 -2.454 0.006
C -6.302 -5.058 -3.197 -0.038
H -9.496 -8.367 -0.206 0.090
H -8.469 -9.055 -1.476 0.100
H -7.741 -8.404 0.021 0.101
H -6.144 -5.703 -4.061 0.103
H -5.417 -5.053 -2.563 0.096
H -6.494 -4.049 -3.539 0.060
C -13.506 -6.202 3.350 -0.042
O -13.473 -5.869 1.963 0.005
C -12.245 -5.742 1.460 -0.626
O -11.216 -5.884 2.067 0.121
O -12.356 -5.435 0.170 0.010
C -11.103 -5.268 -0.501 -0.028
H -14.553 -6.275 3.631 0.093
H -13.023 -7.162 3.528 0.097
H -13.031 -5.424 3.945 0.097
H -10.526 -6.184 -0.474 0.067
H -10.537 -4.449 -0.059 0.101
H -11.325 -5.024 -1.536 0.100
```

Its charge is +1. The spin multiplicity is 1.

=====

(2)
Entry from the Open Molecules 2025 dataset: 9 unconnected molecules or ions with the total composition C42H73F15O22 at a distorted geometry (wB97M-V/def2-TZVPD).

```
152
Properties=species:S:1:pos:R:3:lowdin_charge:R:1
C 2.905 -5.103 -3.355 -0.050
C 1.646 -4.282 -3.630 -0.237
O 0.729 -4.524 -2.596 -0.039
C -0.680 -4.772 -2.851 -0.208
O -1.216 -4.704 -3.986 0.114
C -1.641 -5.087 -1.704 -0.587
F -2.116 -6.321 -1.709 0.208
F -1.012 -4.816 -0.576 0.157
F -2.557 -4.110 -1.749 0.164
H 3.554 -5.213 -4.223 0.081
H 2.555 -6.106 -3.107 0.083
H 3.550 -4.648 -2.604 0.060
H 1.199 -4.669 -4.546 0.120
H 1.839 -3.210 -3.680 0.125
C 0.984 4.535 -5.744 -0.051
C 1.522 3.273 -5.013 -0.166
O 1.184 2.132 -5.808 0.030
C 2.032 1.177 -6.133 -0.288
O 3.235 1.224 -5.735 0.090
C 1.601 0.141 -7.232 -0.563
F 0.336 0.180 -7.648 0.146
F 2.339 0.254 -8.337 0.175
F 1.698 -1.081 -6.766 0.178
H 1.754 5.306 -5.791 0.069
H 0.236 5.091 -5.178 0.056
H 0.671 4.351 -6.772 0.079
H 0.987 3.358 -4.067 0.092
H 2.577 3.411 -4.778 0.127
C 4.214 -3.502 0.351 -0.038
C 4.562 -1.988 0.184 -0.158
O 4.861 -1.826 -1.187 0.060
C 5.056 -0.736 -1.776 -0.432
O 5.147 0.355 -1.187 0.146
C 5.407 -0.902 -3.190 -0.534
F 4.725 -1.946 -3.787 0.122
F 4.928 0.143 -3.830 0.182
F 6.732 -1.028 -3.324 0.193
H 3.994 -3.725 1.395 0.062
H 4.996 -4.157 -0.033 0.085
H 3.226 -3.731 -0.050 0.065
H 5.423 -1.874 0.842 0.128
H 3.781 -1.288 0.481 0.111
C -2.402 1.831 -8.665 -0.034
C -3.258 1.464 -7.352 -0.148
O -2.403 1.012 -6.323 -0.014
C -2.799 0.316 -5.244 -0.311
O -3.953 0.423 -4.810 0.129
C -1.762 -0.583 -4.557 -0.556
F -1.012 0.213 -3.771 0.155
F -2.360 -1.514 -3.832 0.185
F -0.853 -1.120 -5.345 0.183
H -1.525 1.200 -8.808 0.056
H -2.134 2.882 -8.774 0.065
H -2.916 1.737 -9.621 0.064
H -3.932 0.663 -7.655 0.132
H -3.572 2.394 -6.878 0.103
C -3.727 1.169 -1.285 -0.042
C -4.119 1.942 -0.020 -0.175
O -3.027 1.732 0.936 -0.009
C -3.391 1.605 2.303 -0.268
O -4.522 1.849 2.717 0.133
C -2.353 1.037 3.308 -0.469
F -1.115 1.042 2.824 0.145
F -2.407 1.791 4.441 0.152
F -2.614 -0.309 3.541 0.123
H -3.579 0.089 -1.322 0.075
H -2.752 1.597 -1.515 0.053
H -4.467 1.366 -2.061 0.081
H -5.132 1.849 0.372 0.111
H -4.097 2.990 -0.319 0.119
C -0.741 -1.576 -0.638 -0.004
C -0.370 -0.380 0.130 -0.351
C 0.963 -0.355 0.758 -0.085
O 1.581 0.873 0.236 0.066
C 0.750 1.332 -0.796 -0.520
O 1.124 2.205 -1.552 0.135
O -0.403 0.715 -0.795 0.100
H 0.204 -1.939 -1.043 0.091
H -1.464 -1.377 -1.429 0.083
H -1.002 -2.368 0.065 0.094
H -1.116 -0.250 0.914 0.130
H 1.422 -1.321 0.550 0.125
H 0.790 -0.239 1.828 0.102
C 7.076 0.470 4.714 -0.095
O 5.695 0.598 5.138 -0.206
C 4.662 0.003 4.256 -0.157
C 3.820 0.964 3.382 -0.130
O 2.984 1.786 4.234 -0.127
C 1.670 1.385 4.650 -0.179
C 1.003 2.390 5.543 -0.192
O 1.370 2.261 6.924 -0.180
C 0.806 3.152 7.874 -0.103
H 7.365 1.325 4.103 0.080
H 7.276 -0.418 4.116 0.070
H 7.498 0.368 5.714 0.088
H 3.996 -0.492 4.962 0.105
H 5.097 -0.880 3.788 0.102
H 3.284 0.318 2.686 0.105
H 4.498 1.684 2.924 0.131
H 1.641 0.455 5.219 0.122
H 1.065 1.167 3.770 0.098
H -0.070 2.533 5.416 0.109
H 1.337 3.345 5.138 0.126
H -0.280 3.228 7.806 0.082
H 1.236 4.127 7.645 0.082
H 1.131 2.936 8.892 0.086
C 0.445 -2.599 4.030 -0.106
O 1.846 -2.583 3.929 -0.204
C 2.599 -3.677 4.533 -0.182
C 2.538 -3.775 5.982 -0.216
O 1.295 -3.961 6.648 -0.147
C 1.424 -3.967 8.063 -0.157
C 0.299 -4.859 8.737 -0.190
O 0.721 -5.144 10.044 -0.201
C -0.097 -6.059 10.712 -0.116
H 0.078 -1.654 3.630 0.067
H 0.068 -2.769 5.038 0.084
H 0.039 -3.406 3.421 0.087
H 3.649 -3.575 4.258 0.126
H 2.242 -4.575 4.028 0.128
H 3.010 -2.894 6.417 0.135
H 3.144 -4.652 6.205 0.134
H 1.418 -2.936 8.417 0.129
H 2.300 -4.493 8.444 0.121
H 0.322 -5.796 8.182 0.121
H -0.683 -4.386 8.712 0.125
H -1.156 -5.800 10.737 0.090
H 0.211 -6.235 11.742 0.087
H 0.147 -7.001 10.220 0.088
C -6.642 4.560 0.475 -0.065
O -6.964 4.072 -0.830 -0.207
C -7.339 4.961 -1.795 -0.225
C -6.970 4.343 -3.134 -0.186
O -5.591 4.534 -3.330 -0.133
C -4.977 3.975 -4.493 -0.178
C -3.463 4.220 -4.410 -0.166
O -2.858 3.584 -3.267 -0.208
C -1.487 3.739 -3.126 -0.089
H -6.189 5.552 0.448 0.095
H -5.941 3.850 0.915 0.057
H -7.502 4.397 1.125 0.089
H -6.689 5.822 -1.640 0.125
H -8.402 5.074 -1.581 0.133
H -7.539 4.779 -3.956 0.123
H -7.203 3.279 -3.086 0.129
H -5.427 4.468 -5.355 0.125
H -5.137 2.916 -4.696 0.112
H -3.433 5.308 -4.460 0.128
H -3.054 3.795 -5.326 0.104
H -1.307 3.394 -4.143 0.075
H -1.086 3.084 -2.353 0.079
H -1.334 4.818 -3.081 0.100
```

The structure (SMILES) is CCOC(=O)C(F)(F)F.CCOC(=O)C(F)(F)F.CCOC(=O)C(F)(F)F.CCOC(=O)C(F)(F)F.CCOC(=O)C(F)(F)F.C[C@H]1COC(=O)O1.COCCOCCOC.COCCOCCOC.COCCOCCOC. The spin multiplicity is 1.

=====

(3)
Entry from the Open Molecules 2025 dataset: 7 unconnected molecules or ions with the total composition C42H73F9O10 at a distorted geometry (wB97M-V/def2-TZVPD).

```
134
Properties=species:S:1:pos:R:3:lowdin_charge:R:1
C 1.230 -2.054 2.048 -0.082
C 2.658 -1.995 1.444 -0.167
C 3.250 -0.580 1.277 -0.211
F 3.079 0.113 2.475 0.004
C 2.774 0.245 0.030 -0.382
F 3.908 0.413 -0.752 0.062
C 1.750 -0.439 -0.887 -0.080
C 1.653 0.331 -2.260 -0.159
C 0.253 0.084 -2.872 -0.212
C 0.099 0.523 -4.353 -0.183
C -1.200 -0.149 -4.907 -0.189
C -2.485 0.258 -4.118 -0.186
C -3.379 -0.962 -3.704 -0.154
C -3.119 -1.443 -2.262 -0.148
O -4.307 -2.163 -1.784 -0.060
C -4.781 -1.601 -0.617 -0.552
C -6.020 -0.699 -0.806 0.031
O -4.262 -1.779 0.417 0.151
O 2.434 1.569 0.463 0.107
C 1.113 1.795 0.719 -0.369
O 0.521 1.141 1.466 0.246
C 0.504 3.037 0.014 -0.304
F 0.579 4.060 0.919 0.126
F 1.220 3.454 -1.034 0.152
C -1.002 2.912 -0.428 -0.325
F -1.047 3.186 -1.755 0.136
F -1.543 1.700 -0.278 0.159
C -1.970 3.952 0.229 -0.570
F -1.699 5.188 -0.138 0.200
F -2.086 3.819 1.528 0.214
F -3.187 3.690 -0.289 0.150
H 0.437 -1.626 1.416 0.060
H 1.179 -1.618 3.058 0.079
H 0.986 -3.125 2.180 0.071
H 3.314 -2.514 2.167 0.101
H 2.678 -2.614 0.535 0.111
H 4.346 -0.714 1.194 0.154
H 2.155 -1.428 -1.158 0.130
H 0.767 -0.627 -0.434 0.113
H 1.941 1.390 -2.176 0.110
H 2.406 -0.137 -2.923 0.118
H 0.046 -1.001 -2.788 0.123
H -0.470 0.662 -2.279 0.078
H 0.945 0.084 -4.918 0.110
H 0.062 1.616 -4.479 0.118
H -1.137 -1.250 -4.913 0.105
H -1.322 0.234 -5.937 0.107
H -2.305 0.862 -3.212 0.094
H -3.135 0.873 -4.765 0.092
H -4.449 -0.704 -3.816 0.096
H -3.185 -1.806 -4.394 0.114
H -2.938 -0.628 -1.541 0.120
H -2.313 -2.199 -2.254 0.129
H -5.883 -0.193 -1.778 0.068
H -6.061 0.032 0.015 0.087
H -6.930 -1.319 -0.813 0.090
C -5.908 3.311 -2.892 -0.168
C -5.639 4.761 -3.261 -0.167
C -4.263 4.669 -3.903 -0.197
O -4.178 3.374 -4.509 -0.138
C -5.273 2.570 -4.058 -0.205
H -6.966 3.077 -2.766 0.110
H -5.390 3.061 -1.962 0.105
H -6.373 5.100 -3.997 0.114
H -5.667 5.444 -2.412 0.113
H -3.468 4.744 -3.152 0.108
H -4.100 5.438 -4.660 0.117
H -5.976 2.461 -4.890 0.117
H -4.910 1.580 -3.778 0.088
C 0.218 -4.748 6.725 -0.175
C -1.204 -4.492 6.254 -0.175
C -0.973 -3.686 4.987 -0.202
O 0.275 -4.129 4.440 -0.159
C 0.953 -4.936 5.409 -0.202
H 0.314 -5.605 7.392 0.111
H 0.601 -3.866 7.246 0.114
H -1.691 -5.440 6.012 0.114
H -1.822 -3.969 6.984 0.112
H -0.886 -2.617 5.206 0.118
H -1.764 -3.826 4.249 0.120
H 0.906 -5.978 5.073 0.118
H 2.001 -4.636 5.465 0.112
C 6.784 -5.727 1.127 -0.173
C 6.606 -5.557 2.627 -0.168
C 5.520 -4.498 2.694 -0.213
O 4.702 -4.671 1.529 -0.156
C 5.359 -5.565 0.622 -0.204
H 7.229 -6.680 0.841 0.111
H 7.414 -4.924 0.734 0.114
H 6.247 -6.491 3.067 0.117
H 7.517 -5.264 3.148 0.110
H 5.945 -3.489 2.661 0.115
H 4.903 -4.586 3.589 0.114
H 4.820 -6.519 0.639 0.117
H 5.314 -5.158 -0.389 0.116
C -8.712 -0.739 -7.143 -0.174
C -9.158 -0.190 -5.798 -0.173
C -7.876 -0.271 -4.987 -0.210
O -6.792 -0.100 -5.908 -0.156
C -7.296 -0.196 -7.246 -0.201
H -9.346 -0.433 -7.975 0.113
H -8.693 -1.831 -7.111 0.115
H -9.467 0.853 -5.907 0.115
H -9.982 -0.743 -5.348 0.113
H -7.766 -1.254 -4.515 0.119
H -7.819 0.496 -4.212 0.107
H -7.287 0.808 -7.684 0.118
H -6.641 -0.838 -7.838 0.117
C 7.776 -1.327 6.202 -0.174
C 6.338 -1.154 6.661 -0.171
C 5.626 -2.241 5.874 -0.205
O 6.573 -3.302 5.687 -0.156
C 7.877 -2.836 6.053 -0.205
H 8.512 -0.919 6.894 0.112
H 7.917 -0.844 5.231 0.115
H 6.263 -1.357 7.732 0.115
H 5.933 -0.160 6.474 0.114
H 5.321 -1.881 4.885 0.112
H 4.745 -2.626 6.390 0.116
H 8.152 -3.311 7.001 0.117
H 8.599 -3.137 5.292 0.114
C 2.665 6.717 0.792 -0.182
C 2.824 8.196 0.478 -0.174
C 3.814 8.636 1.544 -0.208
O 4.644 7.505 1.827 -0.140
C 4.071 6.338 1.227 -0.202
H 2.305 6.125 -0.049 0.103
H 1.968 6.587 1.625 0.113
H 3.263 8.319 -0.515 0.114
H 1.889 8.756 0.508 0.112
H 3.302 8.920 2.470 0.116
H 4.436 9.473 1.222 0.115
H 4.690 6.061 0.367 0.118
H 4.083 5.514 1.943 0.117
```

The structure (SMILES) is CC[C@H](F)[C@@](F)(CCCCCCCCOC(C)=O)OC(=O)C(F)(F)C(F)(F)C(F)(F)F.C1CCOC1.C1CCOC1.C1CCOC1.C1CCOC1.C1CCOC1.C1CCOC1. The spin multiplicity is 1.

=====

We obtain Kohn-Sham gap values of 7.8; 9.6; 9.9 eV for the records listed above, in that order.
We obtain HOMO level values of -10.9; -9.2; -9.3 eV for the records listed above, in that order.
We obtain LUMO energy values of -3.11; 0.41; 0.55 eV for the records listed above, in that order.